130
Properties=species:S:1:pos:R:3:forces:R:3:lowdin_charge:R:1 method="wB97M-V/def2-TZVPD" lumo_ev="-4.286 / -3.524" gap_ev="5.942 / 6.650" spin_multiplicity=2 largest_force_ha_per_bohr=0.0243 total_charge=+1
Tc -0.496 -0.178 1.329 -1.1919 0.3609 0.1249 0.474
C 2.507 0.547 -0.697 -0.3084 0.0282 -0.4582 -0.403
C 1.549 1.112 -1.774 0.0758 -0.3757 0.2850 -0.429
As 0.799 -0.281 -2.984 0.0301 -0.0934 0.1032 1.302
C 2.216 -0.265 -4.322 0.1150 -0.0174 0.0113 -0.425
C 2.640 0.908 -4.949 0.0869 -0.0779 -0.0408 -0.120
C 3.672 0.874 -5.876 -0.0270 -0.0561 0.0317 -0.076
C 4.285 -0.336 -6.193 -0.0429 0.0117 0.0358 -0.081
C 3.864 -1.507 -5.581 -0.0454 0.0502 0.0224 -0.081
C 2.832 -1.470 -4.646 0.0453 0.0674 -0.0602 -0.126
C -0.553 0.739 -3.962 -0.0490 0.1099 0.0845 -0.405
C -0.687 0.568 -5.339 -0.0432 0.0272 0.0756 -0.112
C -1.766 1.118 -6.020 -0.0186 -0.0269 0.0172 -0.075
C -2.737 1.832 -5.330 0.0555 0.0050 0.0034 -0.079
C -2.615 2.006 -3.958 -0.0008 0.0449 0.0117 -0.088
C -1.524 1.472 -3.280 -0.0079 -0.0466 -0.1450 -0.127
As 1.776 -0.799 0.533 -0.1381 -0.2326 -0.8591 1.190
C 3.196 -0.966 1.839 -0.0564 0.2211 0.1815 -0.369
C 3.732 0.183 2.418 0.0713 -0.1305 0.0701 -0.113
C 4.798 0.081 3.302 -0.0375 -0.0035 -0.0185 -0.071
C 5.313 -1.167 3.628 0.0120 0.0261 -0.0162 -0.071
C 4.754 -2.314 3.081 -0.0656 -0.0011 -0.0221 -0.067
C 3.692 -2.219 2.189 0.0803 0.1327 0.0778 -0.097
C 1.993 -2.457 -0.425 0.0763 0.0080 0.0504 -0.434
C 3.170 -2.713 -1.124 -0.0194 -0.0581 0.0037 -0.122
C 3.337 -3.928 -1.771 0.0065 -0.0135 -0.0023 -0.078
C 2.335 -4.891 -1.713 -0.0599 0.0246 0.0304 -0.064
C 1.166 -4.638 -1.008 0.0647 0.0074 -0.0398 -0.055
C 1.000 -3.419 -0.362 0.0169 -0.1373 -0.1841 -0.122
H 2.876 1.350 -0.066 0.0392 0.1648 0.1036 0.054
H 3.375 0.091 -1.172 0.0657 -0.0240 0.0070 0.063
H 2.094 1.832 -2.378 0.0508 0.1334 -0.0469 0.060
H 0.710 1.628 -1.310 -0.0850 0.0318 0.1261 0.002
H 2.153 1.851 -4.729 0.0006 0.0020 0.0165 0.104
H 3.998 1.789 -6.356 -0.0227 -0.0387 0.0048 0.106
H 5.086 -0.363 -6.924 -0.0363 0.0079 0.0450 0.106
H 4.332 -2.452 -5.832 -0.0137 0.0355 0.0117 0.104
H 2.501 -2.384 -4.168 -0.0018 -0.0259 0.0030 0.081
H 0.053 -0.001 -5.885 0.0205 -0.0125 -0.0415 0.099
H -1.857 0.975 -7.090 0.0250 0.0154 0.0333 0.107
H -3.583 2.254 -5.859 0.0243 -0.0384 0.0223 0.106
H -3.370 2.561 -3.413 0.1224 -0.2050 -0.1438 0.068
H -1.439 1.627 -2.211 -0.0222 -0.0121 0.1443 0.076
H 3.323 1.158 2.187 -0.0017 0.0635 -0.0393 0.089
H 5.227 0.979 3.732 -0.0296 -0.0549 -0.0006 0.110
H 6.153 -1.245 4.308 -0.0663 0.0044 -0.0313 0.110
H 5.148 -3.290 3.340 -0.0197 0.0534 -0.0038 0.110
H 3.267 -3.115 1.763 -0.0006 -0.0737 -0.0625 0.100
H 3.961 -1.976 -1.165 0.0362 -0.0020 -0.0014 0.106
H 4.252 -4.125 -2.319 -0.0669 0.0142 0.0364 0.112
H 2.467 -5.840 -2.219 -0.0029 0.0304 0.0134 0.110
H 0.378 -5.379 -0.963 -0.0289 -0.0068 -0.0022 0.103
H 0.079 -3.213 0.160 -0.1722 0.0212 0.0750 0.050
C 1.336 6.249 0.973 0.2235 0.0209 -0.3133 -0.215
Si 0.015 5.962 2.252 0.0049 -0.0026 0.1141 0.276
C 0.806 5.223 3.766 0.0169 -0.2845 0.2767 -0.237
C -0.787 7.574 2.727 -0.2336 0.2572 0.0637 -0.207
Si -1.603 4.534 1.328 0.1456 -0.0160 -0.0552 0.157
Te -0.420 2.298 1.773 0.1915 -0.2914 0.0705 0.536
Si -2.047 5.216 -0.862 -0.1391 0.0527 0.0156 0.323
C -0.601 5.163 -2.024 0.3310 -0.1476 -0.1502 -0.200
C -3.531 4.307 -1.537 -0.2633 -0.1922 -0.1015 -0.217
C -2.501 7.013 -0.626 -0.1067 0.2854 0.0966 -0.210
Si -3.549 4.220 2.587 0.0236 -0.0063 -0.0191 0.283
C -4.540 2.843 1.833 -0.0910 -0.1841 -0.1908 -0.224
C -4.511 5.810 2.546 -0.1514 0.3530 -0.0564 -0.208
C -3.083 3.788 4.330 0.2429 -0.0580 0.3284 -0.218
H 2.214 6.705 1.447 -0.0854 -0.0399 -0.0903 0.042
H 0.994 6.921 0.178 0.0690 -0.0860 0.0983 0.025
H 1.652 5.307 0.505 -0.0034 0.1551 0.0723 0.031
H 1.460 5.968 4.234 -0.0689 -0.0894 -0.0384 0.042
H 1.413 4.347 3.510 -0.0602 0.1335 0.0771 0.003
H 0.061 4.906 4.508 0.1550 0.0675 -0.1007 0.028
H -0.019 8.258 3.109 -0.1184 -0.0614 -0.0320 0.043
H -1.534 7.431 3.517 0.1264 0.0440 -0.0909 0.030
H -1.282 8.062 1.881 0.0581 -0.0315 0.1212 0.019
H -0.056 4.216 -2.000 -0.0423 0.0250 -0.0463 0.018
H 0.104 5.965 -1.784 -0.0474 -0.1094 -0.0497 0.023
H -0.960 5.318 -3.047 0.0585 -0.0081 0.0703 0.045
H -3.562 3.259 -1.215 -0.0019 0.1290 -0.0906 0.020
H -3.522 4.326 -2.634 -0.0423 0.1380 0.2641 0.025
H -4.456 4.792 -1.201 0.1164 -0.0975 -0.0017 0.041
H -1.622 7.611 -0.366 -0.1088 -0.0398 -0.0522 0.024
H -3.256 7.163 0.154 0.1009 -0.0025 -0.1397 0.023
H -2.907 7.407 -1.567 0.0454 -0.0187 0.1169 0.048
H -4.964 3.143 0.866 0.0711 -0.0545 0.1640 0.025
H -5.368 2.565 2.496 0.0710 -0.0072 -0.0929 0.055
H -3.922 1.952 1.671 -0.1334 0.2655 0.1701 -0.002
H -4.883 6.029 1.537 0.0249 -0.0212 0.1611 0.028
H -3.909 6.664 2.877 -0.1181 -0.1083 -0.0303 0.027
H -5.378 5.727 3.213 0.0784 0.0529 -0.0862 0.044
H -2.420 2.915 4.357 -0.1083 0.0884 0.0436 0.013
H -3.979 3.551 4.914 0.0798 0.0269 -0.0223 0.041
H -2.564 4.619 4.823 -0.0816 -0.1174 -0.0346 0.032
C -1.744 -0.770 0.152 1.1863 0.1092 0.0334 -0.402
Ge -2.890 -2.177 0.913 -0.0672 -0.2879 0.0452 0.890
C -2.710 -3.804 -0.130 0.0505 -0.1550 -0.1550 -0.294
C -2.716 -3.742 -1.528 0.0180 -0.1029 0.0662 -0.102
C -2.731 -4.905 -2.288 0.0129 0.0375 0.0823 -0.078
C -2.739 -6.146 -1.659 0.0332 0.0478 0.0435 -0.084
C -2.707 -6.222 -0.272 0.0336 0.1202 0.0030 -0.081
C -2.693 -5.055 0.491 -0.0008 -0.0040 -0.1859 -0.103
C -2.447 -2.509 2.765 0.1343 -0.0844 0.2611 -0.317
C -3.369 -2.194 3.768 0.1478 -0.0317 0.1105 -0.093
C -3.103 -2.519 5.095 0.0231 0.0373 -0.1033 -0.069
C -1.918 -3.163 5.432 0.0171 0.0161 -0.0570 -0.073
C -0.988 -3.471 4.447 -0.0205 0.0767 0.0320 -0.077
C -1.252 -3.148 3.120 -0.0169 0.1249 0.0362 -0.137
C -4.679 -1.482 0.718 -0.1939 0.2711 -0.0686 -0.283
C -5.776 -2.338 0.827 -0.0614 0.0674 -0.0089 -0.097
C -7.065 -1.855 0.634 0.0377 0.0318 -0.0002 -0.074
C -7.267 -0.513 0.326 0.0745 -0.0151 0.0039 -0.072
C -6.182 0.349 0.221 -0.0359 -0.1066 -0.0171 -0.082
C -4.893 -0.135 0.415 -0.1368 -0.2216 -0.0230 -0.120
H -2.002 -0.500 -0.872 0.1170 0.2679 -0.0835 -0.009
H -2.715 -2.780 -2.035 -0.0235 -0.0575 0.0299 0.101
H -2.744 -4.845 -3.371 -0.0043 0.0027 0.0633 0.107
H -2.772 -7.054 -2.251 0.0316 0.0617 0.0416 0.107
H -2.697 -7.188 0.219 -0.0276 0.0395 -0.0121 0.106
H -2.680 -5.126 1.574 -0.0046 -0.0059 -0.0247 0.098
H -4.301 -1.701 3.512 0.0375 -0.0298 0.0048 0.100
H -3.824 -2.271 5.865 0.0243 -0.0390 -0.0338 0.108
H -1.720 -3.430 6.463 -0.0061 0.0319 -0.0462 0.108
H -0.062 -3.969 4.709 -0.0340 0.0083 -0.0087 0.107
H -0.526 -3.420 2.358 -0.0508 -0.0476 -0.0004 0.082
H -5.630 -3.390 1.061 -0.0092 0.0674 -0.0522 0.108
H -7.912 -2.527 0.714 0.0464 0.0402 0.0040 0.108
H -8.272 -0.141 0.163 0.0681 -0.0275 0.0197 0.107
H -6.340 1.394 -0.018 0.0052 -0.0742 0.0143 0.098
H -4.049 0.543 0.332 -0.0738 -0.1270 -0.0969 0.062